Run A
Here is a cluster of 11 separate species, CH23O11 in total from OMol25. Energies are from ωB97M-V with the def2-TZVPD basis set.

Calculated values
Orbital gap ... 9.67 eV
HOMO level ... -0.245 Eh

```
! wB97M-V def2-TZVPD RIJCOSX def2/J DEFGRID3
* xyz -1 1
C -21.746 -6.704 -3.805
O -21.047 -5.537 -3.331
H -21.984 -6.633 -4.863
H -22.662 -6.685 -3.223
H -21.296 -7.579 -3.456
O -19.923 -10.521 -3.807
H -19.982 -9.696 -4.305
H -20.388 -10.460 -2.960
O -21.123 -5.494 -6.879
H -20.261 -5.168 -6.630
H -21.594 -5.766 -6.066
O -19.693 -3.120 -3.148
H -20.244 -3.775 -3.599
H -20.011 -3.205 -2.241
O -22.288 -3.623 -4.753
H -21.551 -3.115 -5.050
H -21.896 -4.359 -4.293
O -18.649 -6.030 -4.359
H -19.534 -5.807 -3.961
H -17.972 -5.627 -3.833
O -19.363 -8.410 -5.575
H -19.190 -7.544 -5.169
H -20.086 -8.272 -6.075
O -22.195 -8.504 -1.118
H -22.849 -8.305 -1.790
H -21.456 -7.854 -1.212
O -20.946 -5.938 -0.617
H -21.888 -5.750 -0.540
H -20.830 -5.796 -1.565
O -19.222 -8.040 -2.265
H -18.712 -7.324 -1.910
H -19.631 -7.801 -3.056
O -22.937 -4.230 -1.787
H -22.328 -4.577 -2.417
H -22.773 -3.305 -1.944
*
```

---

Run B
Here is a cluster of 11 separate species, CH23O11 in total from OMol25. Energies are from ωB97M-V with the def2-TZVPD basis set.

Calculated values
Orbital gap ... 7.67 eV
HOMO level ... -0.190 Eh

```
! wB97M-V def2-TZVPD RIJCOSX def2/J DEFGRID3
* xyz -1 1
C 5.719 -21.455 10.166
O 4.681 -21.896 9.334
H 6.261 -22.234 10.702
H 6.503 -21.025 9.542
H 5.424 -20.674 10.866
O 5.605 -21.907 6.544
H 5.470 -22.051 7.481
H 5.334 -21.000 6.400
O 4.609 -19.461 7.662
H 4.601 -20.130 8.347
H 4.709 -18.635 8.135
O 2.814 -19.262 10.145
H 2.046 -18.770 10.435
H 3.503 -18.604 10.056
O 2.902 -19.587 12.960
H 3.095 -19.912 12.080
H 2.307 -20.239 13.331
O 7.259 -22.819 13.468
H 6.312 -22.753 13.346
H 7.517 -21.965 13.815
O 5.477 -18.506 12.932
H 5.732 -18.970 12.134
H 4.558 -18.742 13.063
O 8.520 -21.300 7.301
H 8.796 -21.747 8.102
H 7.564 -21.280 7.355
O 2.518 -22.844 11.356
H 2.374 -23.702 10.957
H 3.069 -22.377 10.729
O 4.543 -25.141 9.856
H 4.671 -24.199 9.749
H 3.914 -25.377 9.175
O 1.887 -21.663 8.709
H 2.781 -21.731 9.044
H 1.765 -20.729 8.539
*
```

---

run A has the most favorable energy; the next structure is 2.3 kcal/mol above.

---

Run A
Here is a cluster of 2 separate species, C3H11N2 in total from OMol25. Energies are from ωB97M-V with the def2-TZVPD basis set.

Calculated values
Orbital gap (spin up / spin down) ... 5.97 / 10.28 eV
⟨S²⟩ ... 0.75
HOMO level (spin up / spin down) ... -0.176 / -0.337 Eh

```
! wB97M-V def2-TZVPD RIJCOSX def2/J DEFGRID3
* xyz 0 2
C -0.077 -1.514 -1.091
C -1.233 -2.260 -0.399
H 0.967 -1.766 -0.865
H -0.029 -1.555 -2.184
H -0.257 -0.435 -1.021
H -0.823 -3.015 0.272
H -1.822 -2.803 -1.136
H -1.747 -1.497 0.168
N 0.528 3.008 0.680
C 0.430 1.680 0.351
N 0.901 0.744 1.238
H 1.116 3.420 1.389
H 0.419 3.694 -0.044
H -0.216 1.552 -0.505
H 0.913 -0.208 0.923
H 0.930 0.954 2.223
*
```

---

Run B
Here is a cluster of 2 separate species, C3H11N2 in total from OMol25. Energies are from ωB97M-V with the def2-TZVPD basis set.

Calculated values
Orbital gap (spin up / spin down) ... 3.83 / 8.26 eV
⟨S²⟩ ... 0.75
HOMO level (spin up / spin down) ... -0.131 / -0.295 Eh

```
! wB97M-V def2-TZVPD RIJCOSX def2/J DEFGRID3
* xyz 0 2
C 2.245 -0.052 1.456
N 0.775 -0.366 1.297
H 2.392 0.184 2.523
H 2.479 0.845 0.881
H 2.792 -0.938 1.156
H 0.223 0.297 1.839
H 0.398 -0.290 0.234
H 0.522 -1.301 1.610
C -1.720 0.954 -0.456
C -0.795 -0.561 -1.984
N -0.707 -0.038 -0.757
H -1.273 1.953 -0.627
H -2.589 0.724 -1.088
H -2.099 0.960 0.594
H -0.095 -1.371 -2.286
H -1.568 -0.266 -2.697
*
```

---

run A has the most favorable energy; the next structure is 35.3 kcal/mol above.

---

Run A
Here is an isolated molecule of C7H8OS from OMol25. Energies are from ωB97M-V with the def2-TZVPD basis set.

Calculated values
Orbital gap ... 8.31 eV
HOMO level ... -0.308 Eh

```
! wB97M-V def2-TZVPD RIJCOSX def2/J DEFGRID3
* xyz 0 1
C 1.664 -2.039 -0.370
C 1.006 -1.157 0.416
C -2.056 0.601 1.317
C -2.725 0.302 -1.205
C 0.154 1.565 0.356
C 0.283 0.027 -0.080
C -0.962 0.675 0.584
O -2.886 -0.428 1.284
S -3.494 -0.768 -0.333
H 2.298 -2.862 -0.027
H 1.685 -1.723 -1.432
H 1.261 -1.312 1.499
H -2.472 1.439 1.873
H -3.033 0.372 -2.274
H 0.820 1.852 1.222
H -0.005 2.413 -0.298
H 0.248 -0.003 -1.213
*
```

---

Run B
Here is an isolated molecule of C7H8OS from OMol25. Energies are from ωB97M-V with the def2-TZVPD basis set.

Calculated values
Orbital gap ... 9.63 eV
HOMO level ... -0.330 Eh

```
! wB97M-V def2-TZVPD RIJCOSX def2/J DEFGRID3
* xyz 0 1
C 0.581 2.339 -0.203
C -0.269 -0.291 -0.358
C -0.418 -0.761 0.888
C 0.221 -1.929 1.250
C 1.224 -2.447 0.559
C 1.514 -1.761 -0.620
C 0.792 -0.743 -1.104
H 0.303 3.451 -0.022
H 1.086 1.793 0.617
H 1.311 2.605 -1.273
H -1.340 -0.434 1.608
H -0.418 -2.433 2.087
H 1.971 -3.284 0.886
H 2.264 -2.236 -1.217
H 1.236 -0.379 -2.057
O -1.760 1.538 0.750
S -0.888 1.386 -0.569
*
```

---

run B has the most favorable energy; the next structure is 74.6 kcal/mol above.